(1)
The following is a quantum chemistry calculation of C42H49As3F15GeIrN4OPS as an isolated structure, from OMol25.

Calculated values
Multiplicity: 2
Strongest force on any atom, eV/A: 3.1
Net charge: +2
HOMO-LUMO gap (alpha / beta), eV: 4.4 / 4.5
Electronic energy, Eh: -13049.53046
HOMO (alpha / beta), eV: -12.7 / -12.7

CARTESIAN COORDINATES (ANGSTROEM)
Ir1 0.661 0.052 0.167
C1 -2.101 0.528 3.065
As1 -0.174 0.260 2.816
C2 0.453 1.672 4.020
C3 0.003 -1.423 3.881
C4 0.420 -2.712 3.149
C5 1.827 -2.578 2.582
C6 -0.576 -3.043 2.025
As2 -0.311 -2.238 0.224
C7 0.710 -3.610 -0.737
C8 -2.130 -2.597 -0.412
C9 0.355 -3.805 4.240
As3 1.466 -5.504 4.315
C10 3.127 -4.831 5.133
C11 2.149 -5.990 2.517
H1 -2.334 0.490 4.131
H2 -2.673 -0.234 2.539
H3 -2.387 1.507 2.687
H4 0.464 1.329 5.055
H5 -0.224 2.522 3.934
H6 1.451 1.995 3.736
H7 -0.970 -1.585 4.358
H8 0.726 -1.192 4.664
H9 1.914 -1.642 2.024
H10 2.036 -3.407 1.911
H11 2.556 -2.566 3.386
H12 -1.584 -2.757 2.345
H13 -0.592 -4.126 1.848
H14 0.545 -4.599 -0.308
H15 1.772 -3.372 -0.717
H16 0.387 -3.610 -1.777
H17 -2.383 -3.648 -0.252
H18 -2.228 -2.370 -1.472
H19 -2.840 -1.973 0.134
H20 -0.683 -4.130 4.352
H21 0.635 -3.364 5.200
H22 2.886 -4.265 6.031
H23 3.712 -4.213 4.454
H24 3.742 -5.679 5.428
H25 1.362 -5.979 1.766
H26 2.528 -7.010 2.582
H27 2.971 -5.346 2.214
F1 4.180 -1.718 -0.941
C12 4.794 -2.594 -0.127
C13 5.058 -2.178 1.163
C14 5.613 -3.102 2.029
F2 5.792 -2.771 3.315
C15 5.938 -4.390 1.616
F3 6.444 -5.263 2.478
C16 5.707 -4.767 0.292
F4 5.993 -5.994 -0.107
C17 5.119 -3.859 -0.587
F5 4.835 -4.205 -1.843
Ge1 4.724 -0.254 1.599
S1 2.866 0.708 0.916
C18 5.096 -0.091 3.540
C19 6.419 -0.013 3.932
F6 7.347 -0.045 2.965
C20 6.791 0.066 5.267
F7 8.067 0.142 5.607
C21 5.798 0.050 6.250
F8 6.127 0.116 7.528
C22 4.459 -0.040 5.873
F9 3.489 -0.075 6.786
C23 4.134 -0.096 4.525
F10 2.838 -0.178 4.150
C24 6.023 0.928 0.693
C25 6.063 2.221 1.183
F11 5.244 2.503 2.213
C26 6.889 3.192 0.644
F12 6.887 4.426 1.125
C27 7.698 2.853 -0.441
F13 8.473 3.770 -0.996
C28 7.663 1.560 -0.963
F14 8.394 1.251 -2.026
C29 6.826 0.616 -0.381
F15 6.760 -0.630 -0.875
C30 -0.967 -2.004 -4.228
N1 0.360 -1.628 -4.657
C31 0.556 -1.709 -6.087
P1 1.255 -0.565 -3.706
O1 0.824 -0.660 -2.286
N2 2.841 -0.939 -4.042
C32 3.310 -2.256 -4.407
C33 3.843 -0.018 -3.540
N3 1.118 1.018 -4.270
C34 -0.009 1.807 -3.834
C35 1.665 1.428 -5.541
H28 -1.099 -3.085 -4.334
H29 -1.738 -1.505 -4.824
H30 -1.085 -1.723 -3.182
H31 0.451 -2.748 -6.406
H32 1.549 -1.360 -6.352
H33 -0.187 -1.115 -6.627
H34 2.469 -2.896 -4.662
H35 3.854 -2.720 -3.582
H36 3.983 -2.187 -5.265
H37 3.389 0.640 -2.798
H38 4.268 0.586 -4.347
H39 4.659 -0.565 -3.069
H40 -0.399 1.396 -2.906
H41 -0.804 1.831 -4.584
H42 0.315 2.833 -3.653
H43 2.481 0.774 -5.830
H44 2.049 2.447 -5.455
H45 0.906 1.420 -6.330
N4 0.630 7.391 -0.094
C36 0.522 6.253 -0.149
C37 0.394 4.845 -0.223
C38 -0.679 4.207 0.397
C39 -0.792 2.830 0.319
C40 0.166 2.076 -0.351
C41 1.202 2.731 -1.017
C42 1.326 4.105 -0.951
H46 -1.417 4.789 0.928
H47 -1.651 2.351 0.771
H48 1.924 2.168 -1.592
H49 2.132 4.612 -1.462

Mulliken atomic charge list, values in e, 8 entries: Ir 1.90; C -1.44; As 0.85; C -1.31; C -2.38; C 3.57; C -0.92; C -2.08

---

(2)
The following is a quantum chemistry calculation of C42H49BN6S3Tl as an isolated structure, from OMol25.

Calculated values
Multiplicity: 1
Strongest force on any atom, eV/A: 0.3
Net charge: -1
HOMO-LUMO gap, eV: 4.9
Electronic energy, Eh: -3350.33575
HOMO, eV: -2.8

CARTESIAN COORDINATES (ANGSTROEM)
Tl1 1.422 -2.417 0.159
C1 -2.490 -2.613 -4.289
C2 -2.214 -1.890 -3.013
C3 -3.212 -1.494 -2.187
C4 -2.892 -0.849 -0.959
N1 -1.672 -0.539 -0.673
N2 -0.670 -0.873 -1.508
B1 0.725 -0.551 -0.883
N3 1.776 -0.102 -1.962
N4 1.205 0.729 -2.846
C5 1.854 1.118 -3.900
C6 3.203 0.744 -4.093
C7 3.811 -0.068 -3.195
C8 5.233 -0.493 -3.370
C9 3.042 -0.574 -2.088
S1 3.760 -1.718 -1.067
C10 1.086 2.011 -4.870
C11 1.688 1.955 -6.275
C12 1.157 3.454 -4.351
C13 -0.369 1.539 -4.945
N5 0.542 0.629 0.135
N6 -0.173 1.633 -0.413
C14 -0.520 2.658 0.295
C15 -0.179 2.742 1.672
C16 0.555 1.762 2.241
C17 0.905 1.774 3.693
C18 1.005 0.660 1.413
S2 2.049 -0.477 2.083
C19 -1.297 3.767 -0.401
C20 -0.365 4.974 -0.574
C21 -2.507 4.182 0.444
C22 -1.786 3.293 -1.766
C23 -0.843 -1.652 -2.611
S3 0.432 -2.386 -3.426
C24 -3.971 -0.502 0.051
C25 -3.364 0.194 1.268
C26 -4.656 -1.796 0.510
C27 -5.002 0.425 -0.607
H1 -3.565 -2.698 -4.454
H2 -2.028 -2.092 -5.129
H3 -2.038 -3.604 -4.264
H4 -4.244 -1.694 -2.448
H5 3.752 1.086 -4.960
H6 5.670 -0.008 -4.242
H7 5.819 -0.251 -2.483
H8 5.289 -1.576 -3.486
H9 2.698 2.367 -6.311
H10 1.716 0.931 -6.654
H11 1.072 2.549 -6.953
H12 2.187 3.820 -4.367
H13 0.549 4.115 -4.973
H14 0.796 3.509 -3.325
H15 -0.414 0.513 -5.318
H16 -0.840 1.550 -3.965
H17 -0.933 2.185 -5.623
H18 -0.521 3.577 2.271
H19 0.433 2.623 4.189
H20 0.579 0.843 4.161
H21 1.986 1.823 3.831
H22 0.006 5.327 0.391
H23 0.496 4.713 -1.192
H24 -0.897 5.798 -1.055
H25 -2.214 4.607 1.406
H26 -3.079 4.944 -0.091
H27 -3.167 3.333 0.633
H28 -0.961 2.928 -2.371
H29 -2.491 2.466 -1.659
H30 -2.281 4.117 -2.287
H31 -2.640 -0.448 1.771
H32 -2.837 1.105 0.983
H33 -4.160 0.445 1.973
H34 -3.927 -2.488 0.935
H35 -5.398 -1.568 1.279
H36 -5.172 -2.305 -0.306
H37 -4.524 1.322 -1.007
H38 -5.521 -0.073 -1.429
H39 -5.750 0.736 0.126
C28 1.562 -4.224 1.237
C29 1.561 -3.846 2.445
C30 1.560 -3.439 3.756
C31 0.277 -3.171 4.401
C32 0.123 -3.112 5.799
C33 -1.104 -2.854 6.389
C34 -2.241 -2.652 5.618
C35 -2.119 -2.727 4.235
C36 -0.894 -2.977 3.641
C37 2.853 -3.144 4.381
C38 4.020 -3.783 3.929
C39 5.264 -3.485 4.456
C40 5.403 -2.537 5.464
C41 4.265 -1.883 5.915
C42 3.018 -2.174 5.384
H40 0.982 -3.294 6.431
H41 -1.173 -2.824 7.471
H42 -3.199 -2.452 6.082
H43 -2.993 -2.587 3.608
H44 -0.826 -3.041 2.561
H45 3.929 -4.520 3.141
H46 6.138 -4.003 4.077
H47 6.376 -2.307 5.880
H48 4.347 -1.120 6.682
H49 2.157 -1.615 5.728

Mulliken atomic charge list, values in e, 8 entries: Tl 0.68; C -1.82; C 0.41; C -0.95; C 0.30; N -0.11; N 0.52; B -0.80

---

For each record above, in turn, the calculated energy relative to the best compared isomer or geometry (same formula, charge and spin) values are 3.272; 0.030 eV.